# 1
The following is a quantum chemistry calculation of C19H25N3SScSi as an isolated structure, from the Open Molecules 2025 dataset.

Computed properties:
HOMO energy (alpha / beta)   -9.01 / -7.45 eV
Electronic energy   -63981.1692 eV
Maximum force   5.566 eV Å⁻¹
Gap between HOMO and LUMO (alpha / beta)   6.03 / 4.63 eV

Structure (ORCA input):
```
! wB97M-V def2-TZVPD RIJCOSX def2/J DEFGRID3
* xyz 1 1
C -2.1167 -0.1390 0.1368
C -1.8912 -1.0002 -1.0024
C -1.0322 -2.0773 -0.5644
H -2.3616 -0.8981 -1.9748
C -0.7113 -1.8752 0.8256
C -1.3861 -0.6738 1.2626
H -1.4276 -0.2952 2.2821
H -2.7504 0.7394 0.1611
H -0.7229 -2.9275 -1.1717
H -0.1208 -2.5370 1.4536
Sc 0.1364 -0.0334 -0.4169
C 2.9458 -1.1452 -1.6064
H 3.4822 -1.8264 -0.9222
H 3.4802 -0.1993 -1.7330
H 1.9651 -0.9804 -1.0350
Si 3.4484 -2.3724 -3.0368
C 3.2049 -2.0850 -4.8511
C 1.9915 -2.4367 -5.4776
H 1.1715 -2.8341 -4.8659
C 1.8578 -2.2921 -6.8673
H 0.9158 -2.5797 -7.3383
C 2.9242 -1.8002 -7.6234
H 2.8149 -1.6948 -8.7018
C 4.1277 -1.4395 -7.0090
H 4.9630 -1.0570 -7.6012
C 4.2727 -1.5738 -5.6188
H 5.2069 -1.3072 -5.1044
C 3.4454 -4.1574 -2.5637
C 3.6334 -5.1024 -3.6000
H 3.8657 -4.7519 -4.6136
C 3.5307 -6.4724 -3.3330
H 3.6341 -7.1822 -4.1553
C 3.3084 -6.9066 -2.0220
H 3.2092 -7.9722 -1.8202
C 3.2127 -5.9873 -0.9762
H 3.0676 -6.3278 0.0522
C 3.3103 -4.6122 -1.2299
H 3.3025 -3.8874 -0.4085
H 2.3099 -1.4455 -2.6172
H 4.6923 -1.5514 -2.6153
N 1.2739 0.8245 1.3065
N 0.6045 2.0189 1.7299
C -0.1237 2.6845 0.7954
N -0.8722 3.7028 1.2707
S -0.0420 2.3764 -0.8837
H 2.2233 1.1006 1.0126
H 1.4243 0.1925 2.1061
H 0.2497 1.9829 2.6893
H -1.3648 4.2741 0.5950
H -0.7189 4.0699 2.2109
*
```

Here are the Löwdin charges for atoms 1 to 4, given in e: -0.1944 -0.1702 -0.1765 0.1152

=====

# 2
The following is a quantum chemistry calculation of an isolated ion of composition CH4N2O3P and charge -1, from the Open Molecules 2025 dataset.

Computed properties:
Energy above the lowest of the compared OMol25 structures with the same formula, charge and spin   39.3 kJ/mol
SMILES string   NC(=O)[P@](N)(=O)[O-]
HOMO energy   -4.55 eV
Electronic energy   -19517.4844 eV
Maximum force   4.030 eV Å⁻¹
Gap between HOMO and LUMO   8.73 eV

Structure (ORCA input):
```
! wB97M-V def2-TZVPD RIJCOSX def2/J DEFGRID3
* xyz -1 1
N 0.0837 1.5384 1.0568
C 0.1119 0.2227 1.0006
O -0.1554 -0.5710 1.8656
P 0.4767 -0.2865 -0.7769
N -0.7973 -1.4207 -1.0221
O 1.7429 -1.0190 -0.9122
O 0.1953 1.0545 -1.5544
H 0.0262 2.2615 1.7546
H 0.3341 1.8377 0.0449
H -1.6556 -1.2872 -0.4648
H -0.3625 -2.3304 -0.9920
*
```

Here are the Löwdin charges for atoms 1 to 4, given in e: 0.0858 -0.6572 -0.0373 0.3296

=====

# 3
The following is a quantum chemistry calculation of a single C3H8N2O2 molecule, from the Open Molecules 2025 dataset.

Computed properties:
Energy above the lowest of the compared OMol25 structures with the same formula, charge and spin   49.1 kJ/mol
SMILES string   NC(=O)NCCO
HOMO energy   -9.73 eV
Electronic energy   -10316.4438 eV
Maximum force   0.405 eV Å⁻¹
Gap between HOMO and LUMO   10.39 eV

Structure (ORCA input):
```
! wB97M-V def2-TZVPD RIJCOSX def2/J DEFGRID3
* xyz 0 1
N -2.1552 0.3156 0.6806
C -1.2643 0.1645 -0.3787
O -1.4790 -0.5910 -1.3034
N -0.0930 0.8982 -0.2355
C 1.1395 0.2376 -0.6476
C 1.6336 -0.7101 0.4509
O 0.6542 -1.6348 0.8632
H -3.0664 -0.0696 0.4762
H -2.1823 1.2015 1.1660
H -0.0052 1.3883 0.6464
H 1.9035 0.9920 -0.8685
H 0.9159 -0.3124 -1.5637
H 2.0015 -0.1157 1.3060
H 2.4746 -1.3042 0.0809
H -0.0951 -1.1523 1.2398
*
```

Here are the Löwdin charges for atoms 1 to 4, given in e: 0.1410 -0.6317 0.0669 0.0402

=====

# 4
The following is a quantum chemistry calculation of a 9-piece molecular cluster, C33H50O29S overall, from the Open Molecules 2025 dataset.

Computed properties:
Energy above the lowest of the compared OMol25 structures with the same formula, charge and spin   728.9 kJ/mol
SMILES string   CC[C@@]1(C)OS(=O)(=O)O[C@@H]1CCCOC.O=C1OCCO1.O=C1OCCO1.O=C1OCCO1.O=C1OCCO1.O=C1OCCO1.O=C1OCCO1.O=C1OCCO1.O=C1OCCO1
HOMO energy   -9.55 eV
Electronic energy   -105237.2996 eV
Maximum force   7.233 eV Å⁻¹
Gap between HOMO and LUMO   9.47 eV

Structure (ORCA input):
```
! wB97M-V def2-TZVPD RIJCOSX def2/J DEFGRID3
* xyz 0 1
C -1.3886 3.4616 -1.3352
C -2.3818 2.3500 -0.6584
C -1.5777 1.0118 -0.0571
C -1.4836 0.0938 -1.4168
O -0.1996 1.2658 0.3889
S -0.5207 2.0969 1.8827
O -0.4412 3.6697 1.7728
O 0.3197 1.6755 3.1196
O -2.1552 1.6139 2.2307
C -2.3518 0.4758 1.2702
C -1.8289 -0.7752 2.1609
C -0.9113 -1.8969 1.4212
C 0.7062 -1.6527 1.7711
O 1.6072 -2.4388 0.9022
C 1.6982 -1.8454 -0.4404
H -1.2925 3.3400 -2.5186
H -1.9173 4.5205 -1.1790
H -0.3308 3.5584 -0.8463
H -3.0288 2.8996 0.1450
H -3.1454 2.0224 -1.5161
H -0.3478 -0.2660 -1.4892
H -2.1111 -0.9147 -1.3311
H -1.6860 0.6789 -2.4184
H -3.5194 0.3559 1.0766
H -2.7968 -1.3396 2.5731
H -1.2740 -0.3908 3.1456
H -1.1151 -2.0694 0.2840
H -1.1612 -2.9384 1.9498
H 0.9869 -0.5210 1.8709
H 0.8378 -2.1123 2.8653
H 0.7367 -2.1536 -1.0769
H 2.6585 -2.1593 -1.0302
H 1.6086 -0.6656 -0.2854
O -0.2235 -3.1779 -2.5958
C 0.6131 -3.9603 -3.0147
O 1.7148 -4.3603 -2.3148
C 2.2993 -5.4248 -3.0415
C 1.8137 -5.1962 -4.4360
O 0.5697 -4.5493 -4.2455
H 3.3899 -5.3906 -2.9694
H 1.9446 -6.3735 -2.6253
H 2.4737 -4.5331 -5.0052
H 1.6845 -6.1301 -4.9900
O -6.2494 3.1151 0.6143
C -5.6608 4.0454 1.1393
O -4.3588 4.3730 0.8922
C -4.1252 5.6243 1.5108
C -5.1663 5.6778 2.5814
O -6.2185 4.8941 2.0516
H -3.1101 5.6738 1.9142
H -4.2510 6.4162 0.7651
H -4.8257 5.2255 3.5188
H -5.5052 6.6980 2.7816
O 3.0335 -8.6209 -3.3559
C 4.0080 -8.5290 -4.0836
O 4.7528 -9.5890 -4.5138
C 5.6360 -9.0961 -5.5037
C 5.7434 -7.6424 -5.1751
O 4.4962 -7.3519 -4.5731
H 6.6012 -9.6073 -5.4512
H 5.1940 -9.2704 -6.4903
H 6.5411 -7.4344 -4.4541
H 5.8981 -7.0251 -6.0642
O 6.2770 -2.3481 5.7083
C 5.3091 -1.8250 5.1817
O 5.0106 -0.4954 5.2634
C 3.9601 -0.2528 4.3466
C 3.3168 -1.5935 4.1988
O 4.3828 -2.4937 4.4345
H 3.2698 0.4994 4.7382
H 4.3881 0.1116 3.4069
H 2.5355 -1.7670 4.9463
H 2.8945 -1.7448 3.2016
O -7.2032 8.2567 2.7226
C -8.2082 7.6464 2.3983
O -9.0313 6.9953 3.2713
C -10.1846 6.6160 2.5439
C -9.6999 6.5702 1.1311
O -8.6555 7.5248 1.1143
H -10.5584 5.6476 2.8875
H -10.9623 7.3719 2.6950
H -9.2890 5.5916 0.8615
H -10.4812 6.8374 0.4143
O -11.6369 4.8274 -1.4819
C -10.9814 5.5733 -2.1903
O -10.9321 5.4984 -3.5525
C -10.2583 6.6582 -4.0038
C -9.4412 7.0633 -2.8200
O -10.2007 6.5912 -1.7235
H -9.6414 6.4327 -4.8780
H -11.0012 7.4146 -4.2778
H -8.4590 6.5792 -2.8045
H -9.3046 8.1465 -2.7596
O 9.6538 0.7319 10.2897
C 8.6681 0.4110 9.6470
O 7.4627 1.0483 9.7127
C 6.6644 0.5267 8.6669
C 7.2707 -0.8143 8.4081
O 8.6269 -0.6333 8.7687
H 5.6177 0.4579 8.9757
H 6.7371 1.1929 7.8009
H 6.8382 -1.5976 9.0395
H 7.1847 -1.1146 7.3602
O 7.7570 -7.5949 -6.9102
C 8.2806 -6.4937 -6.9388
O 8.9860 -5.9474 -5.9056
C 9.6121 -4.7812 -6.4065
C 8.7554 -4.4049 -7.5716
O 8.2365 -5.6467 -8.0085
H 9.6431 -3.9993 -5.6427
H 10.6364 -5.0297 -6.7034
H 7.9223 -3.7544 -7.2852
H 9.3264 -3.9210 -8.3688
*
```

Here are the Löwdin charges for atoms 1 to 4, given in e: -0.1166 -0.1707 -0.4170 -0.0186

=====

# 5
The following is a quantum chemistry calculation of a 2-piece molecular cluster, C2H3F2I overall, from the Open Molecules 2025 dataset.

Computed properties:
Energy above the lowest of the compared OMol25 structures with the same formula, charge and spin   290.6 kJ/mol
HOMO energy (alpha / beta)   -9.57 / -8.96 eV
Electronic energy   -15655.1442 eV
Maximum force   4.503 eV Å⁻¹
Gap between HOMO and LUMO (alpha / beta)   8.93 / 6.27 eV

Structure (ORCA input):
```
! wB97M-V def2-TZVPD RIJCOSX def2/J DEFGRID3
* xyz 0 1
C 0.3370 -0.3261 0.0871
C -0.7277 0.4884 -0.4523
F 0.6305 -1.4029 -0.5639
F -1.2066 1.4194 0.3589
I 0.2007 2.4784 -3.0107
H -0.1035 -0.4598 1.1631
H 1.2650 0.2344 0.0868
H -1.4559 -0.0314 -1.1832
*
```

Here are the Löwdin charges for atoms 1 to 4, given in e: -0.3091 -0.1954 0.0479 0.0385

=====

# 6
The following is a quantum chemistry calculation of a 2-piece molecular cluster, C9H14 overall, from the Open Molecules 2025 dataset.

Computed properties:
Energy above the lowest of the compared OMol25 structures with the same formula, charge and spin   87.2 kJ/mol
SMILES string   Cc1ccccc1.CC
HOMO energy   -8.93 eV
Electronic energy   -9559.2782 eV
Maximum force   1.938 eV Å⁻¹
Gap between HOMO and LUMO   9.93 eV

Structure (ORCA input):
```
! wB97M-V def2-TZVPD RIJCOSX def2/J DEFGRID3
* xyz 0 1
C 3.5831 0.5482 0.1553
C 2.1190 0.4079 -0.0731
C 1.6337 -0.7220 -0.7550
C 0.4026 -0.6025 -1.3931
C -0.4065 0.5301 -1.3405
C 0.0378 1.5290 -0.4808
C 1.2643 1.4911 0.1541
H 3.8728 0.9830 1.1254
H 4.0945 1.2170 -0.5447
H 4.0863 -0.4253 0.1631
H 2.2333 -1.6226 -0.7378
H 0.0894 -1.5364 -1.8621
H -1.4197 0.5367 -1.7080
H -0.6852 2.2392 -0.0832
H 1.5828 2.1253 0.9691
C -3.9495 -1.1032 0.7026
C -3.3317 -1.3987 2.0746
H -3.2333 -0.6310 0.0321
H -4.2498 -2.0634 0.2626
H -4.8572 -0.4951 0.7225
H -3.2548 -2.4555 2.3081
H -2.3309 -0.9516 2.0198
H -3.9038 -0.9791 2.9104
*
```

Here are the Löwdin charges for atoms 1 to 4, given in e: -0.0700 -0.2897 -0.0483 -0.0975

=====

Q: Which of these has the lowest maximum force?
A: C3H8N2O2